C8H8N2 | ωB97M-V/def2-TZVPD

The geometry in XYZ format:
```
18
Properties=species:S:1:pos:R:3:forces:R:3
N 2.1798 -1.5138 -2.4176 1.00 -0.59 0.08
H -1.5977 0.5837 -1.1423 -1.50 0.09 0.58
C 1.0915 1.4331 0.5954 -1.34 -0.81 -0.79
H 2.1471 1.4322 2.5251 -1.32 -1.21 -1.03
H -0.7004 -0.7757 -3.1101 0.33 0.67 1.87
C -0.5536 0.6004 -1.2419 2.26 0.81 0.32
N 0.1651 0.6004 0.0210 -1.04 -2.16 0.93
H -0.5906 -2.5946 0.2924 0.99 -2.14 0.94
H 0.6139 -1.1249 2.7425 0.64 0.29 0.62
H -0.2785 1.5810 -1.5722 -0.09 0.71 -1.33
C 0.7243 -0.3579 2.0011 -0.45 0.69 -1.96
C 1.1382 -1.0884 -2.1856 -1.58 1.13 0.15
H 1.3253 2.2578 -0.0577 0.63 0.47 0.75
C -0.0351 -0.5172 0.8247 -0.24 -0.44 -0.51
C -0.1558 -0.5074 -2.1350 0.74 -0.77 -2.79
C 1.4159 0.8907 1.8282 1.38 0.77 1.34
C -0.8181 -1.5949 0.2590 -1.40 1.72 0.46
H -1.7674 -1.5228 -0.3220 0.99 0.80 0.37
```
Forces are in eV/Å.

- Gap between HOMO and LUMO (alpha / beta): 8.00 / 7.23 eV
- Energy: -418.9814 Eh
- Largest force on an atom: 2.98 eV/Å
- Energy relative to the best compared isomer or geometry (same formula, charge and spin): 0.228 eV
- Multiplicity: 3

C14H42BrO7PS6 | ωB97M-V/def2-TZVPD

The geometry in XYZ format:
```
71
Properties=species:S:1:pos:R:3:forces:R:3
C 0.3801 -3.9449 0.3062 -0.05 0.12 -0.04
O -7.2594 1.8960 2.9274 0.00 0.05 0.03
H -1.8226 3.6496 -4.9340 0.05 0.03 0.07
H 5.1130 -3.0474 1.8180 0.01 0.06 -0.05
C -3.6662 3.0312 -0.0943 -0.01 0.05 0.00
H -9.6336 3.3876 3.2605 0.04 -0.02 0.01
S 8.4139 -4.8142 -0.7733 -0.02 -0.04 0.00
C 9.6428 -4.0629 0.2981 0.06 0.04 0.03
H -5.8897 4.7177 0.0512 0.03 -0.02 -0.06
C -9.7233 2.7052 2.4154 -0.06 0.05 0.01
C -0.0290 -6.4983 -0.3606 -0.03 -0.03 -0.06
H 5.7858 -2.4228 -1.1528 -0.02 -0.08 0.05
H -2.2590 5.7006 -3.6423 0.12 0.00 -0.08
H -1.7447 3.7214 -2.4130 0.06 0.06 -0.04
H 0.0945 -7.5565 -0.1403 0.01 0.01 0.03
H -1.0893 -6.2626 -0.4508 0.00 0.00 0.01
H -10.7438 2.3328 2.3262 0.00 0.00 -0.02
C 4.4797 -3.5822 1.1090 -0.04 0.00 0.21
H 1.0688 3.6173 0.8364 -0.02 -0.04 -0.01
C 5.2128 -1.6698 -0.6173 -0.04 0.23 -0.05
H 0.0664 5.3006 -4.7731 0.11 0.27 0.12
H -10.3159 0.4707 4.0746 0.01 -0.01 -0.01
Br 0.4677 2.0299 -2.8018 -0.08 0.01 0.19
H -0.6940 -3.7884 0.2027 0.00 0.00 0.02
C 1.2107 0.8599 1.2729 -0.08 0.11 -0.04
S 0.6723 -5.5696 1.0083 -0.06 0.02 0.02
C -9.2822 0.7858 4.2171 -0.03 -0.01 0.07
H 0.2982 5.3627 -2.9847 -0.10 0.02 0.06
H -7.2688 3.5951 -0.0560 0.02 -0.03 -0.05
O 7.1125 -4.1681 -0.4412 0.17 -0.03 -0.07
S -5.2615 2.5605 -0.7619 0.00 -0.03 0.04
S 0.0841 1.9096 2.1870 0.02 -0.04 0.03
H 0.5021 -6.2454 -1.2781 0.03 0.02 0.02
O 2.1421 -5.8009 0.9717 0.03 -0.01 -0.02
O -1.1817 2.0061 1.4021 0.06 0.04 -0.04
O -5.3193 3.0649 -2.1643 0.00 0.05 0.00
S 3.7025 -2.4019 0.0158 0.05 -0.15 -0.03
H -2.8971 2.4624 -0.6113 -0.01 -0.04 0.03
O 3.0388 -1.3728 0.8790 0.07 -0.06 -0.03
C 0.8609 3.5847 -3.9640 0.43 0.46 -0.23
H 4.9274 -0.8613 -1.2894 -0.05 0.00 0.03
H 9.4270 -4.3767 1.3171 -0.03 -0.02 -0.01
H -6.1195 3.4343 1.2910 -0.04 -0.06 -0.01
P -1.9551 4.3178 -3.6778 -0.42 -0.17 0.01
H 10.6343 -4.4109 0.0089 0.00 -0.01 0.01
H 9.9992 -4.4038 -2.5133 -0.01 -0.01 0.00
C -6.2257 3.6972 0.2385 -0.02 0.10 0.12
H -3.3517 3.9633 -3.6365 0.01 0.09 0.00
H 1.2964 1.2165 0.2463 -0.03 0.03 0.00
H 5.7967 -1.2733 0.2134 -0.03 -0.02 0.03
H -8.6867 -0.0555 4.5648 0.02 0.00 -0.03
H 1.9679 3.3692 2.3682 0.00 -0.01 0.01
H 8.9713 -2.9700 -2.1901 -0.02 -0.01 0.03
H 2.1836 0.8595 1.7590 0.01 -0.06 0.02
H 8.3163 -4.3620 -3.0924 -0.02 -0.02 0.02
H 9.5763 -2.9777 0.2217 -0.03 -0.01 -0.02
H -3.6241 2.7895 0.9663 0.04 -0.04 -0.01
H 0.8146 -0.1504 1.2781 0.01 -0.03 0.04
H 0.8747 -3.8667 -0.6621 0.03 -0.05 0.02
C -0.0459 4.7623 -3.8296 -0.05 -0.58 -0.02
H 0.4192 4.2494 2.3741 -0.02 -0.03 0.01
H -9.2229 1.6040 4.9346 0.03 0.01 -0.02
H 0.7935 -3.2011 0.9865 0.03 -0.03 0.01
S -8.5998 1.3203 2.6431 -0.01 -0.04 -0.05
C 8.9900 -4.0547 -2.2954 0.04 0.04 -0.05
H -9.4386 3.2140 1.4968 0.02 -0.02 -0.01
H 3.6899 -4.1171 1.6314 -0.04 0.00 -0.08
H -3.5127 4.0999 -0.2540 -0.04 0.00 -0.02
C 0.9820 3.4422 1.9094 0.02 0.07 -0.04
O 1.7832 3.4798 -4.6971 -0.11 -0.17 -0.08
H 5.0708 -4.2817 0.5240 0.01 0.01 -0.05
```
Forces are in eV/Å.

- Gap between HOMO and LUMO: 8.67 eV
- Energy: -6389.4997 Eh
- Largest force on an atom: 0.67 eV/Å

CH3O3PS | ωB97M-V/def2-TZVPD

The geometry in XYZ format:
```
9
Properties=species:S:1:pos:R:3:forces:R:3
H 2.1791 -2.1223 1.0671 1.22 -1.73 3.72
O 0.1165 -0.7242 1.3904 0.81 -0.40 -0.47
P 0.7160 -0.5292 -1.4966 -0.33 2.05 0.70
O 1.8984 -1.7197 0.3095 -0.99 1.41 -2.85
S -2.1620 1.8276 0.4851 -0.18 -0.06 -0.15
H -3.2211 1.5022 -0.3487 1.36 0.24 0.13
O 0.7266 0.9757 -1.5289 -0.02 -1.79 -0.10
C 0.7759 -0.9696 0.4253 -0.62 0.40 -0.99
H -1.0294 1.7596 -0.3032 -1.25 -0.10 0.01
```
Forces are in eV/Å.

- Gap between HOMO and LUMO: 7.79 eV
- Energy: -1005.1291 Eh
- Largest force on an atom: 4.28 eV/Å
- SMILES: O=PC(=O)O.S
- Energy relative to the best compared isomer or geometry (same formula, charge and spin): 1.881 eV

C2H2AgO4 | ωB97M-V/def2-TZVPD

The geometry in XYZ format:
```
9
Properties=species:S:1:pos:R:3:forces:R:3
O -0.4680 -0.1974 -0.0978 0.69 0.27 0.12
H 0.7759 1.1620 0.8679 -0.10 0.04 -0.35
O -0.9239 -2.3752 0.4637 0.12 1.26 -0.38
C 0.4481 0.9393 -0.1673 1.31 -1.70 1.04
O -0.2618 1.9402 -0.7426 0.52 0.94 -0.15
O 1.1159 -1.5595 0.9266 -0.25 1.10 -0.48
Ag -1.9786 0.9955 -0.9899 -2.09 -0.25 -0.61
H 1.3287 0.6192 -0.7590 -0.26 0.20 0.13
C -0.0363 -1.5242 0.4984 0.05 -1.86 0.67
```
Forces are in eV/Å.

- Gap between HOMO and LUMO (alpha / beta): 6.81 / 6.53 eV
- Net charge: -1
- Energy: -525.2681 Eh
- Largest force on an atom: 2.39 eV/Å
- Multiplicity: 3

C7H10NO2 | ωB97M-V/def2-TZVPD

The geometry in XYZ format:
```
20
Properties=species:S:1:pos:R:3:forces:R:3
H 1.4274 0.4306 -2.7355 0.36 -0.66 -0.04
O -1.9480 0.1836 2.0873 -1.10 -0.64 2.73
C -1.7540 0.6306 0.8167 -1.55 1.81 -3.29
H -0.3502 -0.1007 -2.8017 0.61 -0.78 -0.08
H 1.0659 1.0836 -0.3690 -0.50 -0.66 -1.04
H 1.7859 -1.9206 1.7601 0.05 -0.68 0.82
H -1.2593 -1.7628 2.8385 -0.80 0.69 -0.81
C 1.1972 -1.3722 1.0783 -5.53 1.94 3.26
C -0.9789 -0.7269 2.5341 1.12 -0.55 0.18
O -0.0241 1.7895 -2.2542 0.32 -0.25 0.42
C 0.4467 0.4385 -2.2884 -1.98 0.50 2.33
C 0.5317 0.0710 -0.6934 2.05 3.44 0.35
C -0.5135 0.0472 0.4225 0.31 -0.21 -4.57
N -0.0961 -0.7572 1.3561 5.57 -4.88 2.80
H 2.5040 -1.0867 -0.7624 -1.86 0.31 1.66
H -2.6642 0.4243 0.1048 1.43 -0.09 1.18
H -0.3952 -0.4096 3.4145 -0.34 0.69 -0.34
H -0.2287 2.0270 -3.1564 -0.17 0.34 -0.37
H -1.6336 1.7452 0.6546 -0.29 -0.56 0.88
C 1.5537 -0.8510 -0.1277 2.30 0.23 -6.08
```
Forces are in eV/Å.

- Gap between HOMO and LUMO (alpha / beta): 6.73 / 6.66 eV
- Net charge: +1
- Energy: -477.4833 Eh
- Largest force on an atom: 7.92 eV/Å
- Energy relative to the best compared isomer or geometry (same formula, charge and spin): 0.505 eV
- Multiplicity: 3

C5H5N3O | ωB97M-V/def2-TZVPD

The geometry in XYZ format:
```
14
Properties=species:S:1:pos:R:3:forces:R:3
H 1.0768 1.8372 0.8468 2.26 -3.57 -0.15
N -1.1627 -1.4701 0.4771 -5.58 7.60 -0.21
N 1.9143 0.9921 -2.5176 -3.32 -2.58 2.64
O -1.1848 0.2288 -1.7884 -3.22 0.78 -3.35
H -2.7457 1.0017 0.5887 0.88 -5.03 -0.03
H -3.0822 -1.5860 0.7706 -1.28 1.53 0.01
C 1.0598 0.4473 -1.8865 7.16 3.85 -4.22
C 1.6772 0.6985 0.9725 4.07 5.77 -0.63
C -2.4660 -0.6764 0.6082 5.83 -2.66 -0.33
H 1.2721 -1.3557 1.3377 0.33 0.56 -0.83
N -0.2179 -0.4348 0.1357 2.84 0.50 -0.96
C -0.1291 0.1158 -1.3319 -2.98 -3.23 7.32
H 2.9828 0.5872 0.9277 -4.28 0.76 0.99
C 1.0054 -0.3856 0.8594 -2.71 -4.28 -0.24
```
Forces are in eV/Å.

- Gap between HOMO and LUMO: 8.03 eV
- Energy: -432.6631 Eh
- Largest force on an atom: 9.43 eV/Å
- Energy relative to the best compared isomer or geometry (same formula, charge and spin): 10.357 eV

> Which formula does entry 4 have?

C2H2AgO4